# 1
Formula: C40H79INO6
Source: OMol25
Level of theory: wB97M-V/def2-TZVPD

Computed properties:
Lowest unoccupied orbital energy = -2.4 eV
Energy above the lowest of the compared OMol25 structures with the same formula, charge and spin = 129.1 kcal per mole
E_tot = -2374.848851 a.u.

```
! wB97M-V def2-TZVPD RIJCOSX def2/J DEFGRID3
* xyz 1 1
C 10.48238 -3.28993 3.11006
C 9.57026 -1.95819 2.90151
C 8.03059 -2.32952 3.21848
C 7.11395 -1.57928 2.12872
C 5.56040 -1.73780 2.60448
C 4.65158 -1.47311 1.31053
C 3.15944 -0.90766 1.66353
C 3.02555 0.66965 1.39489
C 3.77330 1.42533 2.60736
C 3.01142 2.68950 3.23135
C 1.99941 3.46837 2.26723
C 0.66620 3.76145 3.16103
O 0.23357 5.14915 2.91740
C -1.14674 5.21820 3.34655
C -1.68579 4.62799 4.73015
O -1.93216 5.75263 2.52476
N 1.53507 2.71565 1.05616
C 2.15872 3.11503 -0.24652
C 3.67912 3.58705 -0.21049
C 4.55541 2.96492 -1.43261
I 3.74186 5.79257 -0.42496
C 1.52574 1.21088 1.30244
C 0.58878 0.41896 0.24802
C -0.84983 0.18244 0.96518
C -2.02735 0.21754 -0.15663
C -3.23123 -0.68361 0.42710
C -4.21152 0.16679 1.39335
C -5.68416 0.22113 0.74539
C -6.55870 -0.94748 1.46589
C -8.10089 -0.66515 1.10996
C -8.96695 -0.97462 2.45258
O -8.83835 0.23193 3.27091
C -9.90406 0.30450 4.25292
H 11.58907 -2.96745 3.04718
H 10.25765 -3.69488 4.15810
H 10.28847 -4.03606 2.27172
H 9.91474 -1.09005 3.56268
H 9.63029 -1.56743 1.81504
H 7.81291 -3.44779 3.23814
H 7.79116 -1.85231 4.23820
H 7.31905 -0.44645 2.06360
H 7.18468 -2.03283 1.08210
H 5.40956 -0.99766 3.45914
H 5.33673 -2.77948 3.01886
H 4.52910 -2.47498 0.74708
H 5.14151 -0.76488 0.53758
H 2.95566 -1.09027 2.78368
H 2.43780 -1.56072 1.07062
H 3.63247 0.88164 0.43252
H 4.04554 0.65843 3.40598
H 4.77464 1.81909 2.18032
H 2.52705 2.33314 4.21717
H 3.81785 3.44818 3.55891
H 2.42499 4.50952 2.05020
H 0.90736 3.72600 4.29126
H -0.16196 2.99400 2.99139
H -1.94608 3.51296 4.56730
H -0.94266 4.72507 5.59651
H -2.68485 5.12885 5.00101
H 0.51936 2.94692 0.96046
H 2.07242 2.31687 -1.07683
H 1.53818 4.00508 -0.64565
H 4.26407 3.36632 0.73650
H 3.93175 2.84933 -2.38945
H 4.99482 1.95312 -1.08585
H 5.45367 3.64632 -1.66941
H 1.02567 1.02835 2.32984
H 0.35078 1.07437 -0.67708
H 1.06231 -0.54014 -0.16232
H -0.88972 -0.75553 1.60839
H -1.01855 1.13338 1.60750
H -2.32239 1.30175 -0.34984
H -1.62366 -0.24588 -1.12098
H -3.83267 -1.09163 -0.48304
H -2.80687 -1.62663 0.94460
H -4.24183 -0.39992 2.39670
H -3.78578 1.20894 1.65334
H -6.13551 1.25945 0.88293
H -5.70143 -0.03784 -0.37768
H -6.15565 -1.93736 1.04294
H -6.35194 -0.95644 2.60174
H -8.19303 0.44430 0.80580
H -8.51262 -1.27926 0.24197
H -10.06715 -1.19900 2.20641
H -8.46563 -1.84396 3.02210
H -10.45990 1.31340 4.16224
H -9.44331 0.29192 5.29763
H -10.65301 -0.55690 4.17275
C 3.43744 -3.70916 -2.34194
C 2.42538 -4.83141 -2.28441
C 1.45080 -4.32456 -1.23995
O 1.45961 -2.89117 -1.32414
C 2.56341 -2.48618 -2.14658
H 4.00887 -3.67981 -3.27104
H 4.14244 -3.80198 -1.50880
H 1.92102 -4.92556 -3.25147
H 2.85722 -5.80029 -2.02922
H 1.76983 -4.60298 -0.22986
H 0.43583 -4.69508 -1.39895
H 2.15780 -2.13196 -3.10058
H 3.09683 -1.66095 -1.66640
C -6.26598 -2.26780 -4.01915
C -5.26298 -1.60429 -4.93679
C -4.27200 -1.01942 -3.95073
O -4.26947 -1.88201 -2.80250
C -5.37917 -2.78572 -2.90401
H -6.84816 -3.05539 -4.50040
H -6.96170 -1.51876 -3.62623
H -4.77074 -2.36046 -5.55697
H -5.70041 -0.85365 -5.59712
H -4.58189 -0.02161 -3.61958
H -3.26370 -0.95200 -4.36138
H -4.98188 -3.77843 -3.14173
H -5.89910 -2.83916 -1.94429
C -0.32517 1.49106 -6.57067
C -1.60307 2.26880 -6.79265
C -2.62290 1.15923 -6.95486
O -2.16385 0.05396 -6.16312
C -0.81316 0.30927 -5.75596
H 0.45547 2.06308 -6.06588
H 0.07048 1.14508 -7.53111
H -1.83527 2.86266 -5.90233
H -1.56521 2.94153 -7.65089
H -2.68339 0.82375 -7.99535
H -3.62158 1.45635 -6.62620
H -0.82450 0.54312 -4.68494
H -0.20727 -0.58642 -5.91050
*
```

Mulliken population analysis, charges in e, atoms 1 to 8: -1.055 -0.416 -0.547 -0.664 -0.358 -0.446 -0.813 1.228

***

# 2
Formula: C40H79NO14Rb2
Source: OMol25
Level of theory: wB97M-V/def2-TZVPD

Computed properties:
Lowest unoccupied orbital energy = -1.5 eV
E_tot = -2727.680674 a.u.

```
! wB97M-V def2-TZVPD RIJCOSX def2/J DEFGRID3
* xyz 0 1
Rb 3.88219 0.79488 2.49008
Rb 0.87354 4.07973 3.41068
O 2.53227 -2.27368 5.78842
C 3.22246 -1.05854 5.90042
O 2.89276 -0.16800 5.08820
O 4.08722 -1.01607 6.81145
H 2.92021 -2.73855 6.54184
C -0.89927 -0.70983 1.13312
C 0.61188 -0.60554 0.94857
C 1.01855 -1.18761 -0.40930
C 0.67255 -0.27329 -1.55796
C 1.35793 1.07034 -1.32350
C 0.92804 1.75025 -0.02357
N 1.09278 0.78145 1.05858
O 0.97762 1.30559 2.35853
C -0.48262 2.30500 -0.15500
C 1.91424 2.91943 0.10056
C 1.29456 -1.54735 1.95416
H -1.24321 -1.73695 1.29999
H -1.46722 -0.34040 0.27013
H -1.22104 -0.10607 1.98126
H 0.52831 -2.14836 -0.59727
H 2.10060 -1.34720 -0.45562
H -0.40207 -0.12310 -1.67813
H 1.04178 -0.62952 -2.52779
H 1.04006 1.69658 -2.17306
H 2.43609 0.95875 -1.38687
H -1.25668 1.54198 -0.24802
H -0.61637 2.95606 -1.02724
H -0.77916 2.85308 0.74757
H 2.79064 2.67876 0.70990
H 1.51286 3.81017 0.59025
H 2.32975 3.24204 -0.85395
H 0.75435 -2.49284 1.84181
H 1.25084 -1.33314 3.02776
H 2.36732 -1.70146 1.79777
C -3.54403 -6.13353 2.06615
C -2.06273 -6.32118 1.85576
O -1.61866 -7.35931 1.43394
C -1.18375 -5.10994 2.08882
H -4.03295 -7.09358 2.23017
H -3.96526 -5.84351 1.09119
H -3.79272 -5.33754 2.76179
H -1.69198 -4.17799 1.84155
H -0.32148 -5.20509 1.42600
H -0.81181 -5.10190 3.11181
C -4.34214 -2.26574 4.72412
C -3.59593 -1.44338 3.68777
O -2.51839 -0.96822 3.92312
C -4.30458 -1.17292 2.37567
H -3.63072 -2.81402 5.33333
H -5.10738 -2.86522 4.23615
H -4.82359 -1.53957 5.38625
H -3.89795 -0.27255 1.92550
H -5.37690 -1.12258 2.58114
H -4.17295 -1.98796 1.65758
C -3.62238 -3.10588 -0.74651
C -2.83954 -2.63828 -1.95199
O -3.24095 -1.76596 -2.67629
C -1.46424 -3.24875 -2.11269
H -3.95973 -4.13255 -0.95699
H -4.50863 -2.52508 -0.51186
H -2.95570 -3.21547 0.10995
H -1.59886 -4.31437 -2.32357
H -0.85614 -3.16512 -1.21406
H -0.98128 -2.74987 -2.94875
C 4.17560 8.36925 0.29524
C 3.73821 7.44124 -0.82125
O 3.60927 7.81401 -1.95766
C 3.69822 5.96503 -0.48524
H 5.23334 8.14327 0.46489
H 3.61576 8.15271 1.20229
H 4.13335 9.40227 -0.03566
H 3.09849 5.75482 0.40589
H 4.72207 5.65041 -0.27578
H 3.27719 5.40770 -1.31614
C 2.13232 -4.82236 3.58895
C 3.20851 -5.56166 4.33717
O 4.05952 -6.20513 3.76791
C 3.20332 -5.48012 5.84767
H 1.18794 -4.88964 4.12338
H 1.95263 -5.25205 2.59905
H 2.43958 -3.79818 3.37623
H 3.99874 -4.78137 6.12196
H 3.42014 -6.46545 6.25026
H 2.28943 -5.05389 6.25564
C 4.70788 -0.22653 -1.98972
C 5.28553 -0.35722 -0.60031
O 5.59101 0.64020 0.02703
C 5.50223 -1.74212 -0.05861
H 4.44733 0.81237 -2.15558
H 3.89885 -0.94809 -2.07984
H 5.52467 -0.47909 -2.67188
H 4.56007 -2.28175 0.05750
H 6.02286 -1.74255 0.89709
H 6.13040 -2.28090 -0.77444
C -5.48956 4.27515 -1.05586
C -4.61130 5.46024 -0.75342
O -4.86502 6.56150 -1.16832
C -3.35796 5.20390 0.04189
H -6.19401 4.54894 -1.83615
H -6.05963 4.06786 -0.14177
H -4.91523 3.39073 -1.31734
H -3.51247 5.17122 1.12269
H -2.67623 6.05071 -0.10696
H -2.75730 4.37248 -0.32854
C -2.73937 0.74152 -3.29534
C -4.16457 0.27847 -3.21452
O -4.88434 0.22923 -4.17366
C -4.64082 -0.22968 -1.86172
H -2.49056 1.00731 -4.32112
H -2.08280 -0.06655 -2.96754
H -2.58623 1.61619 -2.66080
H -3.91334 -0.96921 -1.51999
H -5.59972 -0.70165 -2.05496
H -4.70364 0.57456 -1.12967
C 1.49524 -2.66641 -4.36143
C 2.89988 -2.14488 -4.53770
O 3.85182 -2.73218 -4.06985
C 3.05795 -0.86789 -5.31922
H 1.28863 -2.97268 -3.34179
H 1.31055 -3.47523 -5.07491
H 0.77118 -1.90402 -4.66823
H 2.51548 -0.93985 -6.26593
H 4.10522 -0.67133 -5.54370
H 2.66982 -0.00059 -4.77888
C -0.79852 4.15490 -4.57857
C -1.47225 4.63946 -3.33359
O -2.46289 4.12066 -2.88848
C -0.88988 5.86679 -2.66160
H 0.27360 4.03757 -4.40597
H -0.97490 4.84170 -5.40436
H -1.18421 3.16695 -4.83648
H -0.13686 6.40668 -3.23547
H -0.49062 5.57118 -1.69024
H -1.69001 6.59151 -2.49528
*
```

Mulliken population analysis, charges in e, atoms 1 to 8: 0.947 0.976 -0.346 0.536 -0.633 -0.766 0.209 0.161